(1)
The ion C5H10NO with charge -1 in a non-equilibrium geometry. Source: OMol25; level of theory: the ωB97M-V functional and the def2-TZVPD basis.

Each atom is followed by the atoms it is bonded to, with distances in Å.
Element x y z (Å)
1 C -1.306 1.854 0.130  O2 1.345, C3 1.555, H8 1.182, H9 1.121
2 O -1.356 3.082 0.677  C1 1.345
3 C -0.920 0.664 1.053  C1 1.555, C4 1.506, H10 1.164, H11 1.105
4 C -0.824 -0.699 0.418  C3 1.506, C5 1.460, H12 1.149, H13 1.093
5 C 0.301 -0.931 -0.484  C4 1.460, C6 1.377, H14 1.195
6 C 1.513 -1.521 -0.205  C5 1.377, N7 1.494, H15 1.206
7 N 2.657 -1.258 -1.128  C6 1.494, H16 1.042, H17 1.015
8 H -2.336 1.445 -0.281  C1 1.182
9 H -0.661 1.897 -0.785  C1 1.121
10 H 0.019 0.933 1.686  C3 1.164
11 H -1.781 0.660 1.747  C3 1.105
12 H -1.812 -0.701 -0.168  C4 1.149
13 H -0.786 -1.443 1.218  C4 1.093
14 H 0.265 -0.459 -1.582  C5 1.195
15 H 1.783 -1.971 0.880  C6 1.206
16 H 2.911 -0.248 -1.084  N7 1.042
17 H 2.334 -1.303 -2.090  N7 1.015

## Properties
HOMO level	-2.276	eV
Kohn-Sham gap	0.22638	hartree
energy relative to the best compared isomer or geometry (same formula, charge and spin)	37.5	kcal per mole
total charge	-1
SMILES string	N/C=C/CCC[O-]
LUMO level	0.14274	Ha

Atomic partial charges in e from the Löwdin method, atoms 1 to 8: atom 1 (C): -0.596, atom 2 (O): -0.378, atom 3 (C): -0.263, atom 4 (C): -0.293, atom 5 (C): -0.163, atom 6 (C): -0.209, atom 7 (N): -0.063, atom 8 (H): 0.086

(2)
The molecule C5H10NO in a non-equilibrium geometry. Source: OMol25; level of theory: the ωB97M-V functional and the def2-TZVPD basis.

Each atom is followed by the atoms it is bonded to, with distances in Å.
Element x y z (Å)
1 N -0.306 1.385 1.245  C5 1.410
2 C 2.608 -0.017 0.415  C3 1.521, H8 1.089, H9 1.094, H10 1.093
3 C 1.642 -0.569 -0.623  C2 1.521, C4 1.536, H11 1.090, H12 1.092
4 C 0.347 0.241 -0.785  C3 1.536, C5 1.584, H13 1.086, H14 1.095
5 C -0.588 0.225 0.494  N1 1.410, C4 1.584, C6 1.557, H15 1.106
6 C -2.068 0.071 0.037  C5 1.557, O7 1.337, H16 1.101, H17 1.105
7 O -2.302 -1.085 -0.593  C6 1.337
8 H 3.373 0.641 0.004  C2 1.089
9 H 2.081 0.579 1.165  C2 1.094
10 H 3.106 -0.743 1.062  C2 1.093
11 H 1.341 -1.578 -0.341  C3 1.090
12 H 2.089 -0.523 -1.618  C3 1.092
13 H -0.262 -0.138 -1.601  C4 1.086
14 H 0.545 1.310 -0.915  C4 1.095
15 H -0.332 -0.570 1.219  C5 1.106
16 H -2.358 0.977 -0.518  C6 1.101
17 H -2.629 0.072 0.990  C6 1.105

## Properties
HOMO level (alpha / beta)	-9.485 / -9.006	eV
2S+1	2
Kohn-Sham gap (alpha / beta)	0.23332 / 0.22708	hartree
energy relative to the best compared isomer or geometry (same formula, charge and spin)	104.2	kcal per mole
LUMO level (alpha / beta)	-0.11523 / -0.10389	Ha

Atomic partial charges in e from the Löwdin method, atoms 1 to 8: atom 1 (N): 0.289, atom 2 (C): -0.108, atom 3 (C): -0.233, atom 4 (C): -0.148, atom 5 (C): -0.415, atom 6 (C): -0.357, atom 7 (O): -0.087, atom 8 (H): 0.074

(3)
The ion C5H10NO with charge +1 in a non-equilibrium geometry. Source: OMol25; level of theory: the ωB97M-V functional and the def2-TZVPD basis.

Each atom is followed by the atoms it is bonded to, with distances in Å.
Element x y z (Å)
1 C 0.825 1.013 -0.068  C3 1.529, C5 1.612, H8 1.056, H9 1.045
2 C -0.168 -1.144 1.218  C4 1.512, C5 1.490, H10 1.060, H11 1.052
3 C 1.591 0.167 -1.085  C1 1.529, O7 1.469, H12 1.121, H13 1.093
4 C -0.185 -1.302 -0.286  C2 1.512, C5 1.502, O7 1.495, H14 1.067
5 C -0.394 0.044 0.347  C1 1.612, C2 1.490, C4 1.502, N6 1.389
6 N -1.638 0.662 0.323  C5 1.389, H15 1.107, H16 1.104, H17 0.963
7 O 1.167 -1.229 -0.921  C3 1.469, C4 1.495
8 H 1.318 1.238 0.838  C1 1.056
9 H 0.444 1.910 -0.448  C1 1.045
10 H -0.998 -1.514 1.763  C2 1.060
11 H 0.786 -1.151 1.661  C2 1.052
12 H 1.226 0.389 -2.122  C3 1.121
13 H 2.679 0.052 -1.094  C3 1.093
14 H -0.831 -1.839 -0.944  C4 1.067
15 H -2.476 0.156 -0.194  N6 1.107
16 H -1.408 1.614 -0.185  N6 1.104
17 H -1.936 0.932 1.199  N6 0.963

## Properties
HOMO level	-13.637	eV
Kohn-Sham gap	0.35444	hartree
energy relative to the best compared isomer or geometry (same formula, charge and spin)	74.9	kcal per mole
total charge	+1
SMILES string	[NH3+][C@]12CCO[C@H]1C2
LUMO level	-0.14671	Ha

Atomic partial charges in e from the Löwdin method, atoms 1 to 8: atom 1 (C): -0.024, atom 2 (C): 0.049, atom 3 (C): -0.118, atom 4 (C): -0.124, atom 5 (C): -0.408, atom 6 (N): 0.241, atom 7 (O): -0.113, atom 8 (H): 0.112

(4)
A cluster of 2 separate species, C5H10NO in total in a non-equilibrium geometry. Source: OMol25; level of theory: the ωB97M-V functional and the def2-TZVPD basis.

Each atom is followed by the atoms it is bonded to, with distances in Å.
Element x y z (Å)
1 C 0.161 0.263 0.100  C4 1.434, N6 1.253
2 C -1.823 -1.377 0.072  C3 1.509, N6 1.412, H8 1.047, H9 1.182
3 C -2.420 0.005 -0.040  C2 1.509, N6 1.469, H10 1.092, H11 1.091
4 C 0.384 1.680 0.066  C1 1.434, H12 1.068, H13 1.086, H14 1.097
5 C 2.473 -1.059 0.008  O7 1.329, H15 1.100, H16 1.085
6 N -0.974 -0.253 -0.024  C1 1.253, C2 1.412, C3 1.469
7 O 3.326 -0.042 0.097  C5 1.329, H17 0.946
8 H -1.655 -1.704 1.052  C2 1.047
9 H -1.706 -2.329 -0.619  C2 1.182
10 H -2.918 0.297 -0.968  C3 1.092
11 H -2.859 0.454 0.851  C3 1.091
12 H 0.947 1.942 -0.803  C4 1.068
13 H 1.026 2.010 0.877  C4 1.086
14 H -0.587 2.183 -0.018  C4 1.097
15 H 2.085 -1.419 0.973  C5 1.100
16 H 2.252 -1.675 -0.857  C5 1.085
17 H 3.949 0.079 -0.604  O7 0.946

## Properties
HOMO level (alpha / beta)	-12.587 / -12.589	eV
Kohn-Sham gap (alpha / beta)	0.29099 / 0.29122	hartree
energy relative to the best compared isomer or geometry (same formula, charge and spin)	135.0	kcal per mole
total charge	+1
LUMO level (alpha / beta)	-0.17156 / -0.17144	Ha

Atomic partial charges in e from the Löwdin method, atoms 1 to 8: atom 1 (C): -0.063, atom 2 (C): -0.064, atom 3 (C): -0.004, atom 4 (C): -0.059, atom 5 (C): 0.087, atom 6 (N): -0.097, atom 7 (O): 0.067, atom 8 (H): 0.099

(5)
The ion C5H10NO with charge +1 in a non-equilibrium geometry. Source: OMol25; level of theory: the ωB97M-V functional and the def2-TZVPD basis.

Each atom is followed by the atoms it is bonded to, with distances in Å.
Element x y z (Å)
1 O 0.578 -0.650 2.001  C2 1.209
2 C 1.564 -0.447 1.332  O1 1.209, C3 1.529, H8 1.094
3 C 1.511 0.254 -0.026  C2 1.529, C4 1.533, H9 1.102, H10 1.110
4 C 0.437 1.284 -0.396  C3 1.533, C5 1.569, H11 1.089, H12 1.110
5 C -0.735 0.654 -1.227  C4 1.569, C6 1.345, H13 1.082
6 C -1.280 -0.547 -0.964  C5 1.345, N7 1.478, H14 1.089
7 N -1.608 -1.007 0.402  C6 1.478, H15 1.059, H16 1.018, H17 1.017
8 H 2.565 -0.816 1.575  C2 1.094
9 H 1.697 -0.451 -0.852  C3 1.102
10 H 2.519 0.718 -0.022  C3 1.110
11 H 0.790 2.134 -0.979  C4 1.089
12 H 0.084 1.722 0.561  C4 1.110
13 H -1.159 1.363 -1.925  C5 1.082
14 H -1.929 -1.035 -1.689  C6 1.089
15 H -0.863 -0.682 1.081  N7 1.059
16 H -2.461 -0.485 0.591  N7 1.018
17 H -1.710 -2.010 0.537  N7 1.017

## Properties
HOMO level	-14.349	eV
Kohn-Sham gap	0.38053	hartree
energy relative to the best compared isomer or geometry (same formula, charge and spin)	53.9	kcal per mole
total charge	+1
SMILES string	[NH3+]/C=C\CCC=O
LUMO level	-0.14679	Ha

Atomic partial charges in e from the Löwdin method, atoms 1 to 8: atom 1 (O): 0.037, atom 2 (C): -0.181, atom 3 (C): -0.157, atom 4 (C): -0.147, atom 5 (C): -0.024, atom 6 (C): -0.085, atom 7 (N): 0.204, atom 8 (H): 0.139

(6)
The ion C5H10NO with charge +1 in a non-equilibrium geometry. Source: OMol25; level of theory: the ωB97M-V functional and the def2-TZVPD basis.

Each atom is followed by the atoms it is bonded to, with distances in Å.
Element x y z (Å)
1 C 2.096 1.507 0.573  N6 1.145, H8 1.156
2 C -2.484 0.766 0.533  C4 1.583, H9 1.085, H10 1.040, H11 1.145
3 C 1.739 -1.804 0.093  C5 1.645, H12 1.053, H13 1.098, H14 1.096
4 C -1.379 0.271 -0.488  C2 1.583, O7 1.417, H15 1.014, H16 1.140
5 C 0.870 -0.489 -0.377  C3 1.645, N6 1.435, O7 1.398, H17 1.156
6 N 1.728 0.611 -0.037  C1 1.145, C5 1.435
7 O -0.301 -0.174 0.317  C4 1.417, C5 1.398
8 H 2.495 2.502 1.007  C1 1.156
9 H -2.940 -0.119 0.966  C2 1.085
10 H -2.006 1.412 1.193  C2 1.040
11 H -3.177 1.323 -0.189  C2 1.145
12 H 2.117 -1.337 0.958  C3 1.053
13 H 2.459 -1.908 -0.729  C3 1.098
14 H 0.986 -2.594 -0.011  C3 1.096
15 H -1.170 1.030 -1.128  C4 1.014
16 H -1.815 -0.546 -1.154  C4 1.140
17 H 0.782 -0.451 -1.528  C5 1.156

## Properties
HOMO level	-14.838	eV
Kohn-Sham gap	0.37031	hartree
energy relative to the best compared isomer or geometry (same formula, charge and spin)	96.0	kcal per mole
total charge	+1
SMILES string	C#[N+][C@@H](C)OCC
LUMO level	-0.17496	Ha

Atomic partial charges in e from the Löwdin method, atoms 1 to 8: atom 1 (C): 0.326, atom 2 (C): -0.024, atom 3 (C): 0.067, atom 4 (C): -0.234, atom 5 (C): -0.340, atom 6 (N): 0.176, atom 7 (O): -0.085, atom 8 (H): 0.192

(7)
The ion C5H10NO2 with charge -1 in a non-equilibrium geometry. Source: OMol25; level of theory: the ωB97M-V functional and the def2-TZVPD basis.

Each atom is followed by the atoms it is bonded to, with distances in Å.
Element x y z (Å)
1 C -0.430 -0.788 -1.334  N2 1.453, H9 1.097, H10 1.075, H11 1.093
2 N -0.843 -0.430 0.012  C1 1.453, C3 1.480, C5 1.497
3 C -1.892 0.608 -0.111  N2 1.480, H12 1.093, H13 1.081, H14 1.080
4 C 1.521 -0.954 0.628  C5 1.532, H15 1.087, H16 1.084, H17 1.076
5 C 0.307 -0.060 0.896  N2 1.497, C4 1.532, C6 1.613, H18 1.090
6 C 0.900 1.430 0.727  C5 1.613, O7 1.243, O8 1.246
7 O 0.326 2.239 -0.023  C6 1.243
8 O 1.956 1.558 1.375  C6 1.246
9 H -0.154 -1.836 -1.505  C1 1.097
10 H 0.444 -0.243 -1.641  C1 1.075
11 H -1.119 -0.528 -2.142  C1 1.093
12 H -2.831 0.053 -0.173  C3 1.093
13 H -1.750 1.261 -0.960  C3 1.081
14 H -1.785 1.313 0.699  C3 1.080
15 H 1.975 -0.650 -0.312  C4 1.087
16 H 2.318 -0.840 1.354  C4 1.084
17 H 1.160 -1.967 0.611  C4 1.076
18 H -0.101 -0.167 1.901  C5 1.090

## Properties
HOMO level	-3.431	eV
Kohn-Sham gap	0.27468	hartree
energy relative to the best compared isomer or geometry (same formula, charge and spin)	31.5	kcal per mole
total charge	-1
SMILES string	C[C@@H](C(=O)[O-])N(C)C
LUMO level	0.14859	Ha

Atomic partial charges in e from the Löwdin method, atoms 1 to 8: atom 1 (C): -0.154, atom 2 (N): -0.213, atom 3 (C): -0.127, atom 4 (C): -0.093, atom 5 (C): -0.278, atom 6 (C): -0.711, atom 7 (O): -0.064, atom 8 (O): -0.085

(8)
The ion C5H10NO2 with charge -1 in a non-equilibrium geometry. Source: OMol25; level of theory: the ωB97M-V functional and the def2-TZVPD basis.

Each atom is followed by the atoms it is bonded to, with distances in Å.
Element x y z (Å)
1 C 0.261 -1.172 0.309  N2 1.440, C5 1.557, H9 1.278, H10 1.083
2 N 1.521 -0.593 0.697  C1 1.440, C3 1.572, H11 1.077
3 C 2.509 -0.217 -0.467  N2 1.572, O4 1.293, H12 1.147, H13 1.165
4 O 2.206 -0.536 -1.683  C3 1.293
5 C -0.513 -0.279 -0.706  C1 1.557, C6 1.519, H14 1.141, H15 1.149
6 C -1.369 0.933 -0.382  C5 1.519, C7 1.454, H16 1.189, H17 1.235
7 C -2.205 0.737 0.791  C6 1.454, O8 1.232, H18 1.147
8 O -2.805 1.437 1.609  C7 1.232
9 H 0.421 -2.321 -0.225  C1 1.278
10 H -0.253 -1.387 1.238  C1 1.083
11 H 1.966 -1.360 1.308  N2 1.077
12 H 2.598 0.915 -0.312  C3 1.147
13 H 3.500 -0.626 -0.012  C3 1.165
14 H 0.229 -0.101 -1.554  C5 1.141
15 H -1.123 -1.015 -1.343  C5 1.149
16 H -2.056 1.184 -1.319  C6 1.189
17 H -0.739 1.994 -0.345  C6 1.235
18 H -2.499 -0.350 1.011  C7 1.147

## Properties
HOMO level	-2.711	eV
Kohn-Sham gap	0.23398	hartree
energy relative to the best compared isomer or geometry (same formula, charge and spin)	103.0	kcal per mole
total charge	-1
SMILES string	O=CCCCNC[O-]
LUMO level	0.13435	Ha

Atomic partial charges in e from the Löwdin method, atoms 1 to 8: atom 1 (C): -0.321, atom 2 (N): -0.117, atom 3 (C): -0.579, atom 4 (O): -0.307, atom 5 (C): -0.250, atom 6 (C): -0.204, atom 7 (C): -0.314, atom 8 (O): -0.014

(9)
A cluster of 2 separate species, C5H10NO2 in total in a non-equilibrium geometry. Source: OMol25; level of theory: the ωB97M-V functional and the def2-TZVPD basis.

Each atom is followed by the atoms it is bonded to, with distances in Å.
Element x y z (Å)
1 C -0.466 1.450 0.345  C2 1.564, H9 1.118, H10 1.096, H11 1.127
2 C -0.358 -0.069 0.703  C1 1.564, C3 1.576, N6 1.449, H12 1.078
3 C -0.693 -1.178 -0.365  C2 1.576, C4 1.488, H13 1.142, H14 1.088
4 C -1.962 -0.866 -1.078  C3 1.488, O5 1.241, H15 1.176
5 O -3.149 -1.175 -0.888  C4 1.241
6 N 1.004 -0.311 1.136  C2 1.449, H16 1.054
7 C 2.344 0.354 -0.247  O8 1.356, H17 1.105, H18 1.130
8 O 1.938 0.020 -1.497  C7 1.356
9 H -0.119 1.597 -0.707  C1 1.118
10 H 0.154 1.937 1.107  C1 1.096
11 H -1.539 1.794 0.363  C1 1.127
12 H -0.840 -0.407 1.606  C2 1.078
13 H 0.193 -1.107 -1.081  C3 1.142
14 H -0.906 -2.160 0.052  C3 1.088
15 H -1.900 -0.092 -1.961  C4 1.176
16 H 0.849 -0.830 2.039  N6 1.054
17 H 2.360 1.363 0.204  C7 1.105
18 H 3.090 -0.320 0.268  C7 1.130

## Properties
HOMO level	-2.931	eV
Kohn-Sham gap	0.25808	hartree
energy relative to the best compared isomer or geometry (same formula, charge and spin)	111.7	kcal per mole
total charge	-1
LUMO level	0.15037	Ha

Atomic partial charges in e from the Löwdin method, atoms 1 to 8: atom 1 (C): -0.090, atom 2 (C): -0.501, atom 3 (C): -0.146, atom 4 (C): -0.299, atom 5 (O): -0.049, atom 6 (N): -0.132, atom 7 (C): -0.261, atom 8 (O): -0.284

(10)
The ion C5H10NO2 with charge -1 in a non-equilibrium geometry. Source: OMol25; level of theory: the ωB97M-V functional and the def2-TZVPD basis.

Each atom is followed by the atoms it is bonded to, with distances in Å.
Element x y z (Å)
1 C -0.619 0.087 -0.022  C2 1.554, C5 1.379, H9 1.024
2 C -1.305 -0.033 -1.411  C1 1.554, C3 1.593, H11 1.070, H12 1.080
3 C -0.421 -1.118 -2.172  C2 1.593, O4 1.450, H13 1.083, H14 1.143
4 O 0.711 -0.388 -2.708  C3 1.450, H10 0.989
5 C 0.704 0.383 0.232  C1 1.379, N6 1.489, O8 1.250
6 N 1.104 1.021 1.517  C5 1.489, C7 1.562, H15 1.011
7 C 0.342 0.468 2.762  N6 1.562, H16 1.122, H17 1.173, H18 1.091
8 O 1.699 0.154 -0.488  C5 1.250
9 H -1.261 0.428 0.699  C1 1.024
10 H 1.317 -0.306 -1.930  O4 0.989
11 H -2.261 -0.362 -1.062  C2 1.070
12 H -1.340 1.002 -1.715  C2 1.080
13 H 0.057 -1.869 -1.556  C3 1.083
14 H -0.944 -1.472 -3.125  C3 1.143
15 H 2.095 1.006 1.719  N6 1.011
16 H 0.358 -0.654 2.792  C7 1.122
17 H -0.806 0.708 2.750  C7 1.173
18 H 0.569 0.943 3.718  C7 1.091

## Properties
HOMO level	-2.391	eV
Kohn-Sham gap	0.23640	hartree
energy relative to the best compared isomer or geometry (same formula, charge and spin)	74.7	kcal per mole
total charge	-1
SMILES string	CN/C([O-])=C/CCO
LUMO level	0.14854	Ha

Atomic partial charges in e from the Löwdin method, atoms 1 to 8: atom 1 (C): -0.151, atom 2 (C): -0.175, atom 3 (C): -0.247, atom 4 (O): -0.173, atom 5 (C): -0.566, atom 6 (N): -0.035, atom 7 (C): -0.148, atom 8 (O): -0.100